(1)
# C64H112As4F24N8O12

C64H112As4F24N8O12 as an isolated structure (the ωB97M-V functional and the def2-TZVPD basis, OMol25).

Computed properties:
**Frontier orbital gap**: 3.45 eV
**HOMO level**: -6.2 eV
**Max |F|**: 6.4 eV/Å
**Net charge**: 0

Structure (XYZ):
```
224
C64H112As4F24N8O12 (the ωB97M-V functional and the def2-TZVPD basis)
C 2.384 -2.951 7.024
N 2.977 -1.668 6.575
C 3.515 -0.807 7.443
C 3.766 0.518 7.042
C 3.490 0.976 5.739
C 3.086 -0.041 4.812
C 2.815 -1.328 5.241
C 3.706 2.422 5.408
C 4.199 2.832 4.142
C 4.304 4.176 3.768
N 4.002 5.119 4.707
C 3.553 4.762 5.947
C 3.317 3.419 6.262
C 4.348 6.564 4.402
H 1.799 -3.321 6.183
H 1.687 -2.869 7.858
H 3.258 -3.567 7.238
H 3.566 -1.164 8.461
H 4.006 1.200 7.844
H 2.951 0.208 3.770
H 2.397 -2.069 4.574
H 4.327 2.072 3.386
H 4.570 4.456 2.759
H 3.109 5.497 6.603
H 2.943 3.276 7.265
H 3.865 6.510 3.426
H 5.413 6.681 4.202
H 4.046 7.146 5.272
C -2.692 -2.895 -4.656
N -1.413 -2.572 -5.124
C -0.454 -2.363 -4.159
C 0.844 -2.128 -4.551
C 1.170 -1.932 -5.875
C 0.142 -2.087 -6.781
C -1.123 -2.455 -6.410
C 2.518 -1.499 -6.196
C 3.043 -0.424 -5.426
C 4.373 0.015 -5.609
N 5.140 -0.561 -6.614
C 4.620 -1.507 -7.431
C 3.334 -2.065 -7.196
C 6.481 0.001 -6.850
H -3.019 -2.111 -3.974
H -2.573 -3.873 -4.190
H -3.341 -3.017 -5.523
H -0.744 -2.518 -3.130
H 1.588 -1.953 -3.787
H 0.424 -1.803 -7.784
H -1.950 -2.605 -7.088
H 2.436 0.057 -4.674
H 4.792 0.776 -4.967
H 5.217 -1.905 -8.237
H 3.056 -2.966 -7.722
H 6.419 0.408 -7.859
H 7.275 -0.719 -6.656
H 6.667 0.842 -6.182
C -0.214 -7.921 -0.537
C 0.978 -7.830 -1.505
C 1.486 -6.429 -1.873
C 2.051 -5.463 -0.818
N 3.217 -5.829 0.125
C 3.338 -4.522 1.062
C 2.886 -4.955 2.496
C 3.295 -6.418 2.561
C 2.884 -6.921 1.176
C 4.492 -6.056 -0.583
H -0.516 -8.939 -0.291
H -1.014 -7.431 -1.092
H -0.121 -7.327 0.372
H 0.571 -8.263 -2.419
H 1.773 -8.469 -1.118
H 0.702 -5.968 -2.473
H 2.343 -6.744 -2.469
H 1.271 -5.083 -0.158
H 2.310 -4.531 -1.321
H 4.415 -4.357 1.056
H 2.707 -3.693 0.742
H 3.416 -4.414 3.279
H 1.822 -4.828 2.698
H 4.356 -6.607 2.726
H 2.837 -7.000 3.360
H 3.435 -7.844 0.998
H 1.813 -7.122 1.188
H 4.677 -5.179 -1.204
H 4.351 -6.914 -1.240
H 5.284 -6.292 0.128
C -4.859 -3.971 -2.691
C -6.262 -3.757 -2.154
C -6.549 -3.825 -0.650
C -5.697 -2.787 0.177
N -6.093 -2.720 1.696
C -5.249 -1.603 2.489
C -5.243 -2.108 3.970
C -5.854 -3.442 3.903
C -5.801 -3.964 2.539
C -7.618 -2.314 1.783
H -5.000 -4.221 -3.743
H -4.296 -4.758 -2.189
H -4.279 -3.091 -2.414
H -6.912 -4.464 -2.669
H -6.659 -2.753 -2.309
H -6.209 -4.852 -0.517
H -7.620 -3.784 -0.448
H -5.931 -1.807 -0.238
H -4.622 -2.953 0.100
H -5.524 -0.578 2.240
H -4.286 -1.705 1.989
H -5.699 -1.423 4.684
H -4.234 -2.180 4.376
H -6.920 -3.468 4.126
H -5.397 -4.119 4.625
H -6.454 -4.801 2.293
H -4.783 -4.299 2.342
H -8.022 -1.885 2.700
H -8.272 -3.123 1.460
H -7.740 -1.556 1.010
C -3.949 0.917 -0.084
C -3.236 1.795 0.920
C -1.732 2.059 0.607
C -0.899 0.766 0.717
N 0.634 1.005 0.659
C 1.125 1.343 -0.782
C 1.338 -0.039 -1.514
C 2.054 -0.747 -0.407
C 1.376 -0.404 0.872
C 1.155 2.057 1.704
H -4.913 0.670 0.359
H -3.420 -0.014 -0.288
H -4.046 1.458 -1.026
H -3.224 1.288 1.885
H -3.756 2.737 1.094
H -1.353 2.884 1.211
H -1.636 2.522 -0.376
H -1.102 0.197 -0.190
H -0.987 0.185 1.635
H 2.067 1.890 -0.739
H 0.412 1.994 -1.288
H 1.939 0.048 -2.420
H 0.386 -0.482 -1.807
H 3.111 -0.496 -0.496
H 1.972 -1.825 -0.547
H 2.119 -0.343 1.667
H 0.544 -1.100 0.988
H 0.746 3.066 1.651
H 2.222 2.132 1.498
H 0.795 1.478 2.555
C -5.399 4.840 -0.769
C -4.563 6.029 -0.372
C -3.036 5.660 -0.734
C -2.191 6.995 -0.851
N -0.756 6.915 -1.458
C 0.033 5.751 -0.805
C 1.501 6.198 -0.790
C 1.298 7.631 -0.333
C 0.049 8.142 -1.110
C -0.721 6.785 -2.974
H -5.425 4.512 -1.809
H -6.405 5.151 -0.489
H -5.254 3.965 -0.136
H -4.516 6.281 0.687
H -4.827 6.837 -1.055
H -3.084 5.165 -1.704
H -2.493 4.904 -0.168
H -1.872 7.382 0.117
H -2.584 7.878 -1.356
H -0.201 4.784 -1.252
H -0.360 5.814 0.209
H 1.977 6.069 -1.761
H 2.061 5.556 -0.109
H 2.129 8.219 -0.723
H 1.217 7.905 0.719
H 0.465 8.716 -1.938
H -0.665 8.845 -0.680
H -1.081 5.808 -3.298
H 0.334 6.769 -3.249
H -1.209 7.661 -3.402
As -8.393 1.214 0.218
F -7.877 -0.147 -0.833
F -7.196 2.335 -0.438
F -9.017 2.605 1.166
F -9.683 0.179 0.934
F -7.209 0.785 1.556
F -9.487 1.698 -1.151
As 5.292 -2.064 -2.226
F 6.324 -1.345 -3.464
F 4.212 -0.633 -2.327
F 4.321 -2.634 -0.910
F 6.441 -3.487 -2.151
F 6.333 -1.185 -0.969
F 4.268 -3.047 -3.372
As 5.905 2.925 0.094
F 7.033 3.563 -1.081
F 6.819 1.404 0.028
F 4.814 2.093 1.214
F 4.873 4.420 -0.006
F 4.940 2.244 -1.206
F 6.798 3.517 1.490
As 0.209 5.682 3.545
F -0.965 4.450 3.164
F -0.732 6.180 5.013
F 1.451 6.959 3.954
F 1.124 5.219 2.057
F -0.624 6.871 2.555
F 1.081 4.438 4.448
O -2.061 -1.473 3.710
C -0.853 -1.613 4.117
O -0.099 -2.006 3.236
O -0.376 -1.288 5.222
H -1.776 -1.969 2.939
O 2.669 3.777 -2.626
C 2.235 3.549 -3.820
O 3.037 2.980 -4.582
O 1.102 4.030 -4.184
H 3.548 3.399 -2.703
O -1.232 2.733 -3.155
C -1.740 1.519 -3.665
O -1.019 0.828 -4.423
O -2.908 1.120 -3.436
H -0.456 2.835 -3.711
O -2.155 -2.835 1.461
C -1.600 -3.129 0.298
O -2.299 -3.435 -0.653
O -0.368 -3.269 0.357
H -1.262 -2.733 1.800
```

(2)
# C64H119F3O25S6

A 16-piece molecular cluster, C64H119F3O25S6 overall (the ωB97M-V functional and the def2-TZVPD basis, OMol25).

Computed properties:
**Frontier orbital gap**: 9.00 eV
**HOMO level**: -9.0 eV
**Max |F|**: 4.4 eV/Å
**Net charge**: 0

Structure (XYZ):
```
217
C64H119F3O25S6 (the ωB97M-V functional and the def2-TZVPD basis)
C 2.910 3.306 4.329
C 3.540 4.224 5.285
C 4.510 3.257 5.959
O 3.735 2.036 6.106
C 2.737 2.007 5.050
H 3.645 3.151 3.539
H 1.968 3.620 3.881
H 2.787 4.620 5.966
H 4.050 5.064 4.814
H 4.863 3.489 6.964
H 5.378 3.090 5.321
H 1.714 1.864 5.399
H 3.027 1.231 4.342
C -1.680 5.398 5.893
C -2.014 4.842 4.508
C -0.725 4.206 3.985
O -0.118 3.728 5.198
C -0.326 4.682 6.239
H -2.476 5.149 6.595
H -1.586 6.484 5.856
H -2.358 5.610 3.816
H -2.758 4.056 4.641
H -0.132 4.963 3.472
H -0.816 3.307 3.375
H 0.562 5.311 6.306
H -0.425 4.181 7.202
C -5.138 1.299 -5.125
C -5.019 2.672 -4.391
C -4.035 2.373 -3.321
O -3.066 1.538 -3.951
C -3.636 0.969 -5.148
H -5.569 1.477 -6.110
H -5.683 0.522 -4.589
H -6.003 2.932 -4.001
H -4.736 3.501 -5.040
H -4.510 1.924 -2.448
H -3.602 3.315 -2.984
H -3.665 -0.119 -5.083
H -3.230 1.342 -6.089
C -1.165 -2.340 -8.046
C -1.532 -1.708 -6.737
C -0.319 -1.887 -5.876
O 0.762 -1.923 -6.771
C 0.345 -2.606 -7.916
H -1.310 -1.655 -8.881
H -1.675 -3.290 -8.208
H -2.444 -2.211 -6.416
H -1.675 -0.628 -6.783
H -0.422 -2.741 -5.207
H -0.301 -1.020 -5.215
H 0.609 -3.663 -7.900
H 0.967 -2.382 -8.783
C 1.670 -4.917 -4.750
C 1.085 -4.750 -3.319
C 0.941 -6.160 -2.775
O 1.374 -6.968 -3.850
C 1.218 -6.328 -5.068
H 2.760 -4.913 -4.777
H 1.328 -4.174 -5.470
H 0.132 -4.223 -3.352
H 1.779 -4.188 -2.695
H -0.111 -6.306 -2.530
H 1.636 -6.386 -1.966
H 0.212 -6.382 -5.483
H 1.828 -6.804 -5.837
C -1.985 -4.881 -0.543
C -2.083 -6.170 0.164
C -3.039 -5.835 1.289
O -2.769 -4.496 1.569
C -1.857 -3.970 0.573
H -2.882 -4.618 -1.103
H -1.167 -4.993 -1.255
H -1.058 -6.391 0.463
H -2.563 -6.945 -0.433
H -2.975 -6.597 2.065
H -4.082 -5.799 0.975
H -0.847 -3.962 0.983
H -2.271 -2.971 0.440
C -3.513 1.790 2.041
C -3.304 1.672 0.545
C -4.024 0.418 0.185
O -5.159 0.408 0.989
C -4.995 1.250 2.162
H -3.532 2.805 2.437
H -2.845 1.154 2.622
H -2.261 1.700 0.231
H -3.748 2.489 -0.024
H -3.446 -0.453 0.493
H -4.356 0.289 -0.845
H -5.173 0.745 3.111
H -5.716 2.054 2.015
O 3.411 -1.415 2.732
S 4.586 -0.558 2.873
O 4.484 0.816 2.348
O 5.038 -0.491 4.458
C 4.880 -1.630 5.337
C 3.620 -1.388 6.204
C 6.132 -1.363 2.265
H 5.784 -1.717 5.939
H 4.786 -2.559 4.775
H 2.821 -0.896 5.649
H 3.746 -0.728 7.063
H 3.215 -2.328 6.581
H 5.920 -1.644 1.234
H 6.399 -2.181 2.934
H 6.936 -0.632 2.179
O -9.955 -2.405 -4.372
S -9.163 -1.499 -3.484
O -9.636 -1.247 -2.111
O -7.596 -2.087 -3.415
C -6.721 -1.690 -2.358
C -5.392 -2.407 -2.769
C -8.828 0.091 -4.411
H -7.024 -1.987 -1.354
H -6.546 -0.615 -2.398
H -5.572 -3.366 -3.256
H -4.725 -2.604 -1.929
H -4.828 -1.764 -3.444
H -9.804 0.552 -4.563
H -8.491 -0.235 -5.395
H -8.184 0.824 -3.924
O -0.041 -2.020 -2.084
S -1.047 -0.987 -1.728
O -2.485 -1.252 -1.984
O -0.900 -0.535 -0.121
C 0.281 0.003 0.316
C 0.343 -0.126 1.801
C -0.688 0.637 -2.489
H 0.417 1.045 0.025
H 1.071 -0.586 -0.148
H 0.264 -1.096 2.292
H -0.328 0.578 2.293
H 1.290 0.265 2.173
H -0.639 0.580 -3.576
H 0.292 1.047 -2.243
H -1.472 1.345 -2.219
O -1.006 2.806 9.171
S -0.452 1.539 8.780
O -0.628 0.344 9.615
O -0.843 1.305 7.202
C -0.871 -0.034 6.825
C -1.164 -0.009 5.321
C 1.363 1.829 8.427
H -1.654 -0.623 7.303
H 0.091 -0.472 7.089
H -0.449 0.637 4.813
H -2.083 0.535 5.100
H -1.196 -0.993 4.854
H 1.675 1.099 7.680
H 1.940 1.679 9.340
H 1.489 2.855 8.081
O 0.613 3.652 -0.238
S 1.825 4.444 -0.040
O 2.376 5.407 -0.995
O 1.614 5.194 1.385
C 2.592 6.154 1.844
C 2.023 6.934 3.105
C 3.167 3.280 0.476
H 2.810 6.872 1.053
H 3.507 5.614 2.089
H 1.791 6.181 3.859
H 1.247 7.694 3.019
H 2.840 7.573 3.440
H 4.187 3.639 0.613
H 3.169 2.478 -0.263
H 2.894 2.858 1.443
O 2.570 0.370 -2.479
S 2.651 0.474 -3.924
O 1.436 0.868 -4.700
O 3.881 1.484 -4.264
C 3.535 2.879 -4.279
C 4.662 3.706 -4.889
C 3.280 -1.146 -4.629
H 3.243 3.226 -3.288
H 2.694 3.086 -4.941
H 4.673 4.752 -4.585
H 4.672 3.677 -5.978
H 5.585 3.338 -4.442
H 3.347 -1.102 -5.716
H 2.513 -1.920 -4.587
H 4.166 -1.557 -4.146
F 4.307 -6.336 -0.047
C 4.150 -5.035 -0.288
C 4.899 -4.462 -1.327
C 4.684 -3.101 -1.584
C 3.748 -2.316 -0.898
C 3.006 -2.889 0.130
C 3.238 -4.260 0.419
H 5.558 -5.099 -1.899
H 5.259 -2.712 -2.411
H 3.720 -1.262 -1.131
H 2.362 -2.302 0.769
H 2.690 -4.712 1.232
F -0.116 -3.140 3.305
C 0.689 -4.145 3.766
C 0.229 -5.426 3.741
C 0.989 -6.445 4.301
C 2.173 -6.150 4.864
C 2.675 -4.830 4.963
C 1.942 -3.827 4.332
H -0.766 -5.684 3.410
H 0.553 -7.420 4.457
H 2.809 -6.848 5.389
H 3.595 -4.693 5.512
H 2.310 -2.812 4.370
F 0.587 7.316 -6.291
C 0.083 6.143 -5.886
C 0.582 5.522 -4.733
C 0.102 4.273 -4.400
C -0.885 3.666 -5.182
C -1.395 4.318 -6.302
C -0.907 5.556 -6.620
H 1.495 5.888 -4.288
H 0.584 3.609 -3.698
H -1.162 2.632 -5.042
H -2.131 3.849 -6.938
H -1.242 6.026 -7.533
```